Molecular formula: C6H12BrN2Sn
Method: DFT, ωB97M-V/def2-TZVPD

Atoms and positions in Å:
C (-1.265, 1.602, -3.587)
Sn (-0.422, 0.366, -0.966)
N (0.656, -1.285, -2.075)
H (-1.185, 1.505, -0.216)
H (-0.543, 1.719, -2.766)
H (-1.787, 2.540, -3.821)
H (-2.020, 0.836, -3.329)
H (-0.592, 1.487, -4.540)
H (0.409, -2.224, -1.731)
H (1.683, -1.227, -2.040)
H (0.424, -1.294, -3.077)
Br (-0.491, -3.128, 3.699)
C (0.023, -1.470, 2.903)
C (0.714, -0.513, 3.649)
C (1.082, 0.695, 3.056)
C (0.750, 0.930, 1.720)
N (0.073, -0.013, 1.004)
C (-0.292, -1.199, 1.567)
H (0.965, -0.704, 4.684)
H (1.617, 1.443, 3.626)
H (1.031, 1.868, 1.258)
H (-0.831, -1.935, 0.984)

Kohn-Sham gap (spin up / spin down) = 4.25 / 4.86 eV
E_LUMO (spin up / spin down) = 3.035 / 3.029 eV
Total charge = -1
HOMO (spin up / spin down) = -0.045 / -0.067 Eh
ΔE to the lowest compared entry with this formula, charge and spin = 0.7069 eV

Charges obtained by Mulliken population analysis, quoted in units of e: number 1, C, carries -0.837; number 2, Sn, carries -0.576; number 3, N, carries -1.378; number 4, H, carries -0.200; number 5, H, carries 0.221; number 6, H, carries 0.310; number 7, H, carries 0.140; number 8, H, carries 0.278; number 9, H, carries 0.454; number 10, H, carries 0.445; number 11, H, carries 0.384; number 12, Br, carries -0.284; number 13, C, carries -0.310; number 14, C, carries -0.230; number 15, C, carries -0.626; number 16, C, carries -0.228; number 17, N, carries -0.149; number 18, C, carries 0.128; number 19, H, carries 0.388; number 20, H, carries 0.329; number 21, H, carries 0.343; number 22, H, carries 0.398

***

Molecular formula: C44H64GeN5OsP3Se
Method: DFT, ωB97M-V/def2-TZVPD

Atoms and positions in Å:
Os (-0.146, -0.063, 0.198)
C (-3.388, -1.878, 2.123)
C (-2.988, -2.642, 0.861)
C (-3.370, -4.115, 1.007)
P (-1.177, -2.294, 0.516)
C (-0.418, -3.007, 2.054)
N (-0.238, -2.036, 3.096)
Ge (0.037, -0.031, 2.634)
N (-1.407, 1.187, 3.260)
C (-2.278, 1.834, 2.321)
P (-1.597, 1.914, 0.598)
C (-0.841, 3.618, 0.562)
C (0.067, 3.720, -0.657)
C (-0.063, 3.920, 1.841)
C (-3.198, 2.076, -0.360)
C (-3.102, 2.866, -1.659)
C (-3.754, 0.683, -0.634)
C (-1.844, 1.018, 4.536)
C (-3.047, 1.516, 5.055)
C (-3.431, 1.206, 6.341)
C (-2.643, 0.375, 7.133)
C (-1.442, -0.116, 6.642)
C (-1.024, 0.235, 5.374)
N (0.262, -0.104, 4.830)
C (0.651, -1.435, 5.193)
C (1.337, -1.754, 6.346)
C (1.572, -3.085, 6.665)
C (1.124, -4.098, 5.822)
C (0.494, -3.790, 4.638)
C (0.264, -2.448, 4.283)
C (1.232, 0.899, 5.192)
C (1.341, 1.446, 6.456)
C (2.352, 2.357, 6.732)
C (3.245, 2.729, 5.732)
C (3.124, 2.224, 4.457)
C (2.103, 1.305, 4.155)
N (1.844, 0.793, 2.926)
C (2.706, 1.074, 1.813)
P (2.385, -0.093, 0.401)
C (3.425, -1.573, 0.942)
C (3.147, -1.947, 2.396)
C (4.934, -1.369, 0.783)
C (3.433, 0.564, -1.002)
C (3.334, -0.432, -2.157)
C (3.126, 1.969, -1.496)
C (-0.586, -3.384, -0.889)
C (-0.122, -4.787, -0.515)
C (-1.668, -3.416, -1.969)
H (-4.472, -1.857, 2.212)
H (-3.018, -0.852, 2.094)
H (-2.991, -2.354, 3.018)
H (-3.527, -2.230, 0.001)
H (-2.995, -4.556, 1.928)
H (-3.044, -4.724, 0.169)
H (-4.456, -4.177, 1.044)
H (0.537, -3.477, 1.787)
H (-1.094, -3.803, 2.385)
H (-2.478, 2.869, 2.630)
H (-3.244, 1.310, 2.268)
H (-1.685, 4.314, 0.470)
H (0.898, 3.025, -0.546)
H (0.465, 4.725, -0.756)
H (-0.455, 3.476, -1.580)
H (0.576, 3.082, 2.120)
H (-0.713, 4.145, 2.682)
H (0.567, 4.792, 1.684)
H (-3.877, 2.610, 0.321)
H (-2.420, 2.392, -2.366)
H (-2.791, 3.892, -1.494)
H (-4.086, 2.896, -2.123)
H (-3.070, 0.127, -1.280)
H (-4.712, 0.758, -1.144)
H (-3.905, 0.123, 0.286)
H (-3.668, 2.157, 4.451)
H (-4.355, 1.599, 6.733)
H (-2.949, 0.127, 8.136)
H (-0.838, -0.764, 7.256)
H (1.690, -0.975, 7.003)
H (2.090, -3.326, 7.578)
H (1.289, -5.128, 6.094)
H (0.171, -4.587, 3.988)
H (0.650, 1.177, 7.240)
H (2.439, 2.774, 7.722)
H (4.025, 3.439, 5.956)
H (3.801, 2.556, 3.688)
H (3.757, 0.962, 2.106)
H (2.563, 2.098, 1.448)
H (3.107, -2.404, 0.300)
H (3.588, -1.227, 3.081)
H (3.597, -2.914, 2.607)
H (2.085, -2.012, 2.602)
H (5.278, -0.454, 1.264)
H (5.268, -1.376, -0.250)
H (5.432, -2.196, 1.283)
H (4.451, 0.577, -0.599)
H (2.319, -0.442, -2.557)
H (3.586, -1.445, -1.854)
H (4.010, -0.148, -2.961)
H (2.190, 2.009, -2.054)
H (3.923, 2.265, -2.176)
H (3.107, 2.696, -0.685)
H (0.276, -2.828, -1.299)
H (-0.880, -5.341, 0.032)
H (0.794, -4.776, 0.068)
H (0.083, -5.329, -1.436)
H (-2.451, -4.129, -1.726)
H (-1.232, -3.710, -2.922)
H (-2.127, -2.433, -2.084)
Se (-0.227, 0.503, -2.126)
C (-0.288, -0.217, -3.948)
C (-1.435, -0.810, -4.443)
C (-1.461, -1.121, -5.801)
N (-0.455, -0.845, -6.587)
C (0.635, -0.276, -6.146)
C (0.768, 0.070, -4.804)
H (-2.293, -1.002, -3.819)
H (-2.326, -1.581, -6.256)
H (1.415, -0.060, -6.864)
H (1.659, 0.570, -4.459)

Kohn-Sham gap (spin up / spin down) = 7.86 / 4.30 eV
Multiplicity = 6
E_LUMO (spin up / spin down) = -7.083 / -10.673 eV
Total charge = +3
<S²> = 8.836
HOMO (spin up / spin down) = -0.549 / -0.550 Eh

Mulliken atomic charge list, values in e, 99 entries: number 1, Os, carries 2.111; number 2, C, carries -1.740; number 3, C, carries 0.628; number 4, C, carries -1.496; number 5, P, carries 0.438; number 6, C, carries -2.704; number 7, N, carries 0.943; number 8, Ge, carries 0.514; number 9, N, carries 0.642; number 10, C, carries -3.185; number 11, P, carries -0.356; number 12, C, carries 0.438; number 13, C, carries -1.716; number 14, C, carries -1.945; number 15, C, carries 0.310; number 16, C, carries -1.516; number 17, C, carries -1.098; number 18, C, carries 0.124; number 19, C, carries -0.906; number 20, C, carries -0.866; number 21, C, carries -1.117; number 22, C, carries -0.092; number 23, C, carries 0.262; number 24, N, carries 1.376; number 25, C, carries -0.022; number 26, C, carries -0.151; number 27, C, carries -0.957; number 28, C, carries -1.016; number 29, C, carries -0.595; number 30, C, carries 0.237; number 31, C, carries -0.143; number 32, C, carries -0.164; number 33, C, carries -0.977; number 34, C, carries -1.026; number 35, C, carries -0.613; number 36, C, carries 0.232; number 37, N, carries 1.143; number 38, C, carries -2.791; number 39, P, carries -0.485; number 40, C, carries 0.593; number 41, C, carries -1.845; number 42, C, carries -1.655; number 43, C, carries 0.929; number 44, C, carries -1.570; number 45, C, carries -1.433; number 46, C, carries 0.981; number 47, C, carries -1.478; number 48, C, carries -1.308; number 49, H, carries 0.608; number 50, H, carries 0.298; number 51, H, carries 0.331; number 52, H, carries 0.663; number 53, H, carries 0.336; number 54, H, carries 0.313; number 55, H, carries 0.487; number 56, H, carries 0.585; number 57, H, carries 0.727; number 58, H, carries 0.994; number 59, H, carries 1.089; number 60, H, carries 0.966; number 61, H, carries 0.079; number 62, H, carries 0.615; number 63, H, carries 0.255; number 64, H, carries 0.331; number 65, H, carries 0.354; number 66, H, carries 0.532; number 67, H, carries 0.715; number 68, H, carries 0.200; number 69, H, carries 0.417; number 70, H, carries 0.484; number 71, H, carries -0.084; number 72, H, carries 0.693; number 73, H, carries 0.086; number 74, H, carries 0.582; number 75, H, carries 0.454; number 76, H, carries 0.485; number 77, H, carries 0.611; number 78, H, carries 0.650; number 79, H, carries 0.513; number 80, H, carries 0.489; number 81, H, carries 0.578; number 82, H, carries 0.691; number 83, H, carries 0.506; number 84, H, carries 0.476; number 85, H, carries 0.620; number 86, H, carries 0.801; number 87, H, carries 0.835; number 88, H, carries 0.661; number 89, H, carries 0.306; number 90, H, carries 0.736; number 91, H, carries 0.115; number 92, H, carries 0.326; number 93, H, carries 0.414; number 94, H, carries 0.467; number 95, H, carries 0.730; number 96, H, carries 0.014; number 97, H, carries 0.328; number 98, H, carries 0.541; number 99, H, carries 0.157

***

Molecular formula: C41H41Br2FMgN6O9P
Method: DFT, ωB97M-V/def2-TZVPD

Atoms and positions in Å:
Mg (0.322, -1.264, 0.145)
C (3.295, -0.733, -1.868)
C (3.600, -0.902, -0.420)
C (4.940, -0.915, 0.014)
C (5.221, -0.987, 1.348)
C (4.158, -1.057, 2.270)
C (4.305, -1.051, 3.666)
Br (6.052, -0.969, 4.454)
C (3.215, -1.086, 4.502)
C (1.948, -1.173, 3.961)
Br (0.450, -1.203, 5.123)
C (1.672, -1.230, 2.581)
O (0.512, -1.344, 2.128)
C (2.839, -1.117, 1.730)
N (2.602, -1.024, 0.422)
H (4.191, -0.487, -2.431)
H (2.547, 0.045, -1.992)
H (2.860, -1.652, -2.249)
H (5.733, -0.854, -0.716)
H (6.242, -0.974, 1.707)
H (3.337, -1.053, 5.574)
C (-1.067, 6.673, 1.071)
O (-0.804, 5.408, 0.525)
C (0.032, 5.321, -0.561)
C (0.621, 6.393, -1.200)
C (1.461, 6.187, -2.287)
C (1.730, 4.904, -2.717)
C (1.147, 3.817, -2.083)
C (0.278, 4.006, -1.017)
N (-0.364, 2.986, -0.344)
C (-0.221, 1.604, -0.549)
N (-0.490, 1.237, -1.812)
C (-0.177, 0.078, -2.552)
C (0.290, -1.082, -1.949)
C (0.566, -2.134, -2.829)
C (0.389, -2.045, -4.197)
C (-0.060, -0.863, -4.770)
C (-0.333, 0.213, -3.947)
O (-0.763, 1.456, -4.416)
C (-0.737, 1.655, -5.801)
N (0.033, 0.836, 0.447)
C (0.501, 1.437, 1.630)
C (1.849, 1.806, 1.638)
C (2.451, 2.411, 2.722)
C (1.694, 2.695, 3.846)
C (0.360, 2.347, 3.863)
C (-0.259, 1.714, 2.784)
O (-1.599, 1.517, 2.956)
C (-2.185, 0.310, 2.503)
H (-1.569, 7.330, 0.352)
H (-0.153, 7.160, 1.429)
H (-1.732, 6.496, 1.916)
H (0.431, 7.401, -0.865)
H (1.898, 7.038, -2.787)
H (2.399, 4.738, -3.547)
H (1.382, 2.818, -2.414)
H (-0.672, 3.248, 0.584)
H (-0.813, 1.995, -2.401)
H (0.953, -3.060, -2.418)
H (0.598, -2.892, -4.842)
H (-0.171, -0.801, -5.844)
H (-0.966, 2.708, -5.962)
H (-1.487, 1.040, -6.312)
H (0.252, 1.428, -6.213)
H (2.420, 1.608, 0.739)
H (3.500, 2.667, 2.686)
H (2.131, 3.174, 4.710)
H (-0.252, 2.559, 4.726)
H (-3.198, 0.316, 2.909)
H (-1.642, -0.560, 2.877)
H (-2.209, 0.258, 1.416)
F (-5.394, 1.772, 0.537)
C (-5.521, 0.434, 0.422)
C (-4.545, -0.288, -0.175)
N (-4.661, -1.624, -0.374)
C (-3.575, -2.350, -0.993)
C (-2.355, -2.437, 0.034)
O (-2.282, -3.455, 0.707)
O (-1.637, -1.430, 0.038)
C (-5.774, -2.321, 0.055)
O (-5.950, -3.501, -0.140)
N (-6.719, -1.550, 0.704)
C (-6.740, -0.174, 0.910)
O (-7.696, 0.369, 1.420)
H (-3.630, 0.166, -0.529)
H (-3.234, -1.821, -1.886)
H (-3.938, -3.349, -1.241)
H (-7.541, -2.056, 1.016)
C (1.949, -5.737, 0.315)
P (0.474, -4.628, 0.468)
C (-0.123, -4.864, 2.172)
C (-0.704, -5.385, -0.710)
O (0.887, -3.253, 0.124)
H (1.696, -6.786, 0.456)
H (2.696, -5.440, 1.048)
H (2.367, -5.598, -0.682)
H (-0.312, -5.914, 2.368)
H (-1.039, -4.289, 2.274)
H (0.624, -4.476, 2.861)
H (-0.659, -6.469, -0.668)
H (-0.443, -5.034, -1.706)
H (-1.703, -5.045, -0.461)

Kohn-Sham gap = 6.91 eV
E_LUMO = 2.290 eV
Total charge = -1
HOMO = -0.170 Eh
ΔE to the lowest compared entry with this formula, charge and spin = 0.8665 eV

Mulliken atomic charge list, values in e, 99 entries: number 1, Mg, carries 2.519; number 2, C, carries -0.916; number 3, C, carries 0.459; number 4, C, carries -1.208; number 5, C, carries -1.336; number 6, C, carries 1.273; number 7, C, carries 0.224; number 8, Br, carries -0.297; number 9, C, carries -0.321; number 10, C, carries 0.297; number 11, Br, carries -0.240; number 12, C, carries -0.594; number 13, O, carries -0.235; number 14, C, carries -0.887; number 15, N, carries 0.703; number 16, H, carries 0.509; number 17, H, carries -0.253; number 18, H, carries 0.167; number 19, H, carries 0.512; number 20, H, carries 0.362; number 21, H, carries 0.477; number 22, C, carries -1.037; number 23, O, carries -0.316; number 24, C, carries 0.929; number 25, C, carries -0.494; number 26, C, carries -0.686; number 27, C, carries -1.298; number 28, C, carries 0.010; number 29, C, carries -0.144; number 30, N, carries -0.146; number 31, C, carries -0.489; number 32, N, carries 0.601; number 33, C, carries -0.640; number 34, C, carries 0.103; number 35, C, carries -0.557; number 36, C, carries -1.487; number 37, C, carries -0.520; number 38, C, carries 1.645; number 39, O, carries -0.387; number 40, C, carries -1.054; number 41, N, carries 0.449; number 42, C, carries -0.458; number 43, C, carries -0.230; number 44, C, carries -1.059; number 45, C, carries -0.761; number 46, C, carries -0.493; number 47, C, carries 0.426; number 48, O, carries -0.666; number 49, C, carries 0.264; number 50, H, carries 0.365; number 51, H, carries 0.389; number 52, H, carries 0.250; number 53, H, carries 0.425; number 54, H, carries 0.376; number 55, H, carries 0.407; number 56, H, carries 0.244; number 57, H, carries 0.523; number 58, H, carries 0.607; number 59, H, carries 0.571; number 60, H, carries 0.381; number 61, H, carries 0.382; number 62, H, carries 0.276; number 63, H, carries 0.330; number 64, H, carries 0.417; number 65, H, carries 0.379; number 66, H, carries 0.480; number 67, H, carries 0.432; number 68, H, carries 0.513; number 69, H, carries 0.356; number 70, H, carries -0.036; number 71, H, carries -0.378; number 72, F, carries -0.358; number 73, C, carries 0.366; number 74, C, carries -0.109; number 75, N, carries 0.184; number 76, C, carries -1.416; number 77, C, carries 0.215; number 78, O, carries -0.839; number 79, O, carries 0.099; number 80, C, carries 0.441; number 81, O, carries -0.646; number 82, N, carries -0.050; number 83, C, carries 0.217; number 84, O, carries -0.657; number 85, H, carries 0.609; number 86, H, carries 0.304; number 87, H, carries 0.348; number 88, H, carries 0.236; number 89, C, carries -1.326; number 90, P, carries 1.308; number 91, C, carries -1.127; number 92, C, carries -1.115; number 93, O, carries -1.143; number 94, H, carries 0.429; number 95, H, carries 0.338; number 96, H, carries 0.336; number 97, H, carries 0.462; number 98, H, carries 0.238; number 99, H, carries 0.246

***

Number 1: DFT total energy -85265.968 eV, M 310.8 g/mol. Number 2: DFT total energy -206289.992 eV, M 1097.8 g/mol. Number 3: DFT total energy -228095.416 eV, M 995.9 g/mol.